The following is a DFT calculation (ωB97M-V with the def2-TZVPD basis set) of a 11-piece molecular cluster, C48H126N8O16 overall in a non-equilibrium geometry.

```
198
Properties=species:S:1:pos:R:3:forces:R:3:lowdin_charge:R:1
C 0.25399 -1.08063 -2.46137 0.157 0.528 -0.446 -0.097
O 1.44879 -1.67418 -2.92969 0.251 -0.403 -0.194 -0.161
C 2.44490 -0.71034 -3.15838 0.289 1.200 1.193 -0.222
C 3.86262 -1.24267 -3.29050 0.400 -0.151 -0.171 -0.413
C 4.26673 -2.10949 -2.10004 -0.535 0.444 -0.064 -0.049
N 4.80036 -0.08939 -3.36457 -0.698 -0.514 0.429 0.038
H -0.26053 -0.57589 -3.28694 -0.159 -0.034 0.010 0.095
H 0.47417 -0.29767 -1.72691 -0.039 -0.095 0.172 0.074
H -0.40521 -1.83275 -2.03167 0.173 -0.193 -0.069 0.074
H 2.19958 0.04559 -3.91859 -0.182 -0.546 -0.626 0.130
H 2.48486 -0.06076 -2.26699 0.102 -0.065 0.170 0.100
H 4.02422 -1.82458 -4.20485 -0.584 -0.250 -0.012 0.135
H 4.24080 -1.51401 -1.18375 0.061 0.141 -0.084 0.057
H 5.28295 -2.47991 -2.22985 -0.075 -0.313 0.055 0.074
H 3.52450 -2.89745 -1.96959 0.336 -0.270 -0.106 0.065
H 5.67422 -0.52815 -3.62925 0.233 0.578 -0.191 0.069
H 4.48215 0.53711 -4.09600 0.355 -0.025 -0.169 0.066
C 3.66362 3.27419 -2.10360 0.621 -0.452 0.587 -0.111
O 2.79110 3.84452 -1.14674 0.029 -0.060 -0.926 -0.180
C 1.46843 3.36993 -1.32374 0.063 -0.010 0.826 -0.199
C 0.59341 3.93798 -0.18786 1.030 0.504 -0.281 -0.415
C 0.78732 5.45495 0.02333 -1.046 -0.116 -1.483 -0.050
N 0.85385 3.32863 1.10782 -0.871 -0.510 -0.049 0.064
H 4.04801 2.30524 -1.76224 -0.140 -0.127 0.093 0.064
H 4.54522 3.90674 -2.20422 -0.166 0.218 -0.149 0.088
H 3.20894 3.07209 -3.07680 -0.215 0.408 -0.059 0.070
H 1.06252 3.60442 -2.31682 0.131 0.349 -0.021 0.112
H 1.46928 2.27287 -1.24925 -0.120 -0.067 0.031 0.106
H -0.40819 3.74132 -0.58346 -0.318 -0.003 0.706 0.116
H 0.03148 5.79439 0.72919 0.374 0.029 0.418 0.063
H 0.52442 5.97944 -0.90439 0.151 -0.027 -0.080 0.074
H 1.80466 5.76122 0.25040 -0.019 -0.251 0.403 0.075
H 0.73207 2.31191 1.09280 0.442 0.716 0.037 0.032
H 1.78922 3.55206 1.41987 0.064 -0.067 -0.074 0.080
C -4.56284 -1.19581 3.07295 0.621 -0.385 0.440 -0.108
O -5.86109 -1.52823 3.48467 -0.925 0.905 -0.340 -0.187
C -5.90713 -2.45622 4.53962 0.155 -0.415 -0.418 -0.219
C -7.33795 -2.83563 4.87966 0.355 -0.076 0.229 -0.458
C -7.32623 -3.87275 5.99128 -0.286 -0.155 -0.095 -0.076
N -8.06188 -3.39999 3.73976 -0.591 0.495 -0.036 0.038
H -4.08801 -2.09693 2.66591 0.344 0.062 0.162 0.080
H -4.00904 -0.79606 3.93146 0.284 -0.235 -0.020 0.089
H -4.49815 -0.41472 2.31422 -0.777 0.009 -0.059 0.071
H -5.35023 -3.34391 4.20982 -0.100 -0.222 0.179 0.133
H -5.42165 -2.08817 5.45181 0.069 0.265 -0.065 0.128
H -7.88289 -1.96674 5.27280 0.336 0.229 -0.028 0.139
H -6.98656 -4.85269 5.65188 0.138 0.108 -0.210 0.082
H -8.36896 -4.00057 6.29142 0.141 -0.073 0.440 0.075
H -6.69866 -3.56775 6.82838 -0.218 0.056 0.118 0.078
H -8.98020 -3.63107 4.11977 0.085 -0.406 -0.150 0.068
H -8.30594 -2.62757 3.12066 0.424 -0.118 -0.229 0.069
C 12.47906 -4.44232 -1.42428 0.251 -0.248 0.594 -0.124
O 11.29726 -3.86209 -1.90686 0.067 0.346 -0.300 -0.177
C 10.24964 -3.97604 -0.98121 -0.302 -0.873 0.051 -0.248
C 8.93875 -3.46507 -1.58723 -0.162 -0.223 0.155 -0.190
N 7.80111 -3.52143 -0.65414 0.623 0.191 0.483 -0.068
C 7.70820 -2.32077 0.18358 -0.335 -0.338 -0.234 -0.215
C 6.45343 -2.41352 1.05775 0.511 0.007 0.907 -0.203
O 6.58301 -1.61746 2.24755 -0.530 0.326 -1.239 -0.218
C 6.49592 -0.22826 1.96838 0.403 0.399 1.327 -0.097
H 13.27891 -4.38239 -2.15828 -0.163 0.320 -0.128 0.088
H 12.36767 -5.50629 -1.17619 -0.292 -0.033 -0.111 0.087
H 12.77979 -3.95132 -0.49100 0.208 0.096 -0.083 0.088
H 10.47314 -3.52050 -0.00552 0.104 0.485 -0.202 0.122
H 10.16654 -5.04876 -0.73969 -0.382 -0.037 -0.015 0.122
H 8.63774 -4.08684 -2.43082 0.460 0.096 -0.238 0.116
H 9.07570 -2.43529 -1.91847 -0.020 -0.033 -0.160 0.118
H 8.00946 -4.29224 -0.02293 -0.392 -0.146 -0.061 0.103
H 7.63400 -1.47693 -0.50480 -0.024 0.114 0.102 0.112
H 8.59402 -2.16834 0.81094 -0.054 0.071 0.152 0.122
H 6.31985 -3.40359 1.49914 0.149 -0.269 -0.524 0.120
H 5.55909 -2.16785 0.47903 -0.017 0.099 0.112 0.097
H 5.48478 0.17042 1.83996 -0.175 -0.471 -0.267 0.076
H 7.12999 0.11216 1.14851 0.029 -0.210 -0.084 0.086
H 6.86322 0.21192 2.89906 0.064 0.353 -0.230 0.094
C -3.32281 -0.29759 -5.69701 0.337 1.402 -0.431 -0.122
O -3.76808 -0.50587 -4.37960 0.328 -0.850 -0.151 -0.189
C -3.70087 -1.88247 -4.06377 0.501 -1.122 0.931 -0.238
C -4.25995 -2.16648 -2.67025 -1.077 0.338 -1.547 -0.199
N -5.71707 -1.93529 -2.76791 0.793 0.627 1.052 -0.038
C -6.31552 -2.10072 -1.44095 -0.799 -0.403 0.531 -0.221
C -7.53360 -1.22724 -1.21228 -1.623 -0.026 -1.868 -0.239
O -7.35779 0.16816 -1.08179 0.513 -0.003 0.627 -0.181
C -6.66706 0.54381 0.10318 -0.270 -0.275 0.336 -0.094
H -2.33215 -0.70102 -5.93382 -0.175 -0.682 0.274 0.092
H -3.13789 0.77373 -5.81840 -0.409 0.080 0.102 0.077
H -4.06390 -0.58151 -6.44718 0.029 -0.321 0.056 0.093
H -2.68174 -2.29563 -4.07481 0.335 0.593 -0.169 0.117
H -4.23486 -2.52676 -4.76987 -0.347 0.368 -0.184 0.125
H -3.80562 -1.51963 -1.91653 0.202 -0.208 0.125 0.087
H -4.10107 -3.22384 -2.45363 0.189 0.047 0.190 0.121
H -5.80653 -0.96617 -3.06655 -0.216 0.005 0.097 0.107
H -5.65057 -1.99586 -0.57255 0.462 0.151 -0.283 0.107
H -6.65872 -3.13993 -1.41001 -0.110 0.016 0.283 0.121
H -8.31250 -1.60135 -0.53676 0.798 -0.135 0.889 0.123
H -8.12625 -1.30824 -2.13656 0.283 0.095 -0.217 0.123
H -6.99754 -0.00525 0.99378 -0.113 -0.358 -0.193 0.086
H -6.90157 1.57732 0.34984 0.303 0.172 -0.456 0.091
H -5.59413 0.36430 -0.00022 0.093 0.307 0.009 0.063
C 1.83799 -4.48367 -0.02061 1.383 0.485 -0.856 -0.116
O 2.07650 -4.50115 1.36349 -0.719 -0.085 -0.109 -0.179
C 3.04753 -3.56759 1.75420 0.880 -0.548 1.425 -0.223
C 3.23752 -3.66283 3.28169 -1.031 0.924 -1.005 -0.189
N 3.91633 -2.45974 3.75640 -0.524 -0.504 0.632 -0.053
C 3.98137 -2.44949 5.22706 0.832 1.382 -0.912 -0.193
C 4.80200 -3.55563 5.84795 0.389 -0.441 0.169 -0.238
O 4.02229 -4.71731 6.08939 0.821 0.506 0.249 -0.192
C 4.82831 -5.84036 6.38555 -0.970 -0.615 -0.016 -0.119
H 1.44285 -3.54073 -0.41999 -0.585 0.078 0.457 0.073
H 1.26118 -5.33297 -0.37292 -0.249 -0.025 0.425 0.093
H 2.80694 -4.50960 -0.54058 0.068 -0.424 -0.026 0.076
H 2.77173 -2.53036 1.55114 -0.007 -0.040 -0.411 0.101
H 4.02832 -3.84270 1.34769 -0.141 0.299 -0.702 0.111
H 3.64455 -4.62999 3.57958 0.252 0.005 0.002 0.116
H 2.21300 -3.59774 3.66142 0.062 -0.246 0.373 0.124
H 4.81224 -2.25613 3.33095 0.164 -0.357 0.027 0.075
H 2.96281 -2.28419 5.57742 -0.003 -0.709 0.422 0.123
H 4.48961 -1.51481 5.49117 0.038 0.001 -0.003 0.114
H 5.36598 -3.23809 6.73761 -0.719 0.109 0.507 0.118
H 5.67042 -3.78891 5.21189 -0.371 -0.116 -0.637 0.123
H 5.19916 -6.31036 5.46881 0.133 0.086 -0.036 0.086
H 4.12926 -6.52794 6.86524 0.270 -0.241 -0.024 0.088
H 5.66489 -5.68393 7.07140 -0.043 0.474 0.002 0.086
C -5.82927 4.58897 -3.64828 0.107 -0.696 0.732 -0.120
O -4.68730 5.39704 -3.67821 0.380 0.459 -0.284 -0.222
C -4.85121 6.58073 -4.44826 0.184 -0.050 1.068 -0.218
C -3.74852 7.60231 -4.15125 0.310 0.141 -0.784 -0.197
N -2.43376 7.40841 -4.78845 -0.816 -0.146 0.461 -0.070
C -1.90005 6.07882 -4.52074 0.666 0.311 -1.118 -0.208
C -0.54335 6.01165 -5.21548 0.590 -0.506 -0.317 -0.211
O -0.05798 4.67451 -5.19751 -0.098 -0.696 0.550 -0.211
C 1.32565 4.55086 -5.39797 0.544 1.255 0.303 -0.126
H -6.01972 4.06990 -4.59407 -0.002 0.117 -0.045 0.090
H -6.73726 5.10469 -3.31204 0.091 0.287 -0.227 0.088
H -5.60229 3.85603 -2.86919 -0.204 -0.213 -0.247 0.087
H -5.78165 7.02400 -4.07285 -0.190 0.194 -0.602 0.118
H -4.88736 6.33828 -5.51697 -0.208 0.120 -0.053 0.128
H -3.60122 7.71143 -3.07661 -0.143 -0.053 0.041 0.122
H -4.10622 8.54682 -4.56931 -0.136 0.124 0.344 0.114
H -2.58002 7.51684 -5.78671 0.187 -0.069 -0.040 0.103
H -2.55452 5.30311 -4.92794 0.125 -0.261 0.273 0.114
H -1.77353 5.95540 -3.44527 -0.090 -0.145 0.001 0.128
H 0.16716 6.70467 -4.75222 0.003 -0.109 0.283 0.121
H -0.55030 6.28803 -6.27773 -0.584 0.364 0.004 0.124
H 1.73405 3.58163 -5.11902 -0.577 -0.287 -0.141 0.072
H 1.84194 5.27374 -4.75170 0.087 -0.008 0.076 0.086
H 1.63876 4.81561 -6.41366 -0.174 -0.232 -0.199 0.087
C 2.51373 0.11893 0.62077 -0.152 -0.307 -0.459 -0.084
O 1.19779 0.54968 0.90660 -0.043 -0.543 0.332 -0.227
C 0.29745 -0.48172 1.29557 0.164 -0.658 -0.017 -0.207
C -0.97781 0.18030 1.75288 -0.219 0.554 0.097 -0.163
N -1.66837 0.93568 0.70862 0.984 0.185 0.008 -0.041
C -2.28360 0.08476 -0.28795 0.331 1.331 -0.766 -0.193
C -2.61265 0.96195 -1.48331 -0.509 0.427 -0.809 -0.186
O -1.53213 1.69471 -2.05619 1.171 -0.810 1.313 -0.198
C -1.78557 2.35810 -3.25043 0.173 1.096 -0.701 -0.094
H 3.11281 -0.09104 1.50993 -0.164 0.083 0.209 0.083
H 2.99370 0.88453 0.01245 0.018 0.173 0.150 0.083
H 2.48598 -0.79257 0.01310 -0.030 -0.062 0.005 0.066
H 0.65791 -1.09120 2.13223 0.411 0.140 0.049 0.132
H 0.17773 -1.17059 0.45136 -0.147 -0.032 -0.077 0.101
H -0.65164 0.83803 2.56320 -0.336 0.282 -0.055 0.119
H -1.71947 -0.49236 2.18686 0.289 -0.349 0.017 0.112
H -0.97080 1.48760 0.21086 -0.030 0.123 0.134 0.093
H -3.26119 -0.17890 0.12489 0.154 -0.894 -0.264 0.110
H -1.64405 -0.71724 -0.67248 -0.282 -0.450 0.595 0.094
H -3.33498 1.69103 -1.09980 -0.439 -0.018 -0.500 0.129
H -2.96541 0.31986 -2.29098 -0.740 0.190 0.130 0.098
H -0.89811 2.91047 -3.57431 0.224 -0.141 0.460 0.068
H -2.53244 3.15087 -3.12191 -0.401 -0.298 -0.130 0.094
H -1.98946 1.72788 -4.12174 -0.522 -0.357 0.344 0.076
C -3.20836 5.41149 2.40474 -0.804 -0.305 0.640 -0.077
C -2.69744 4.37236 1.43969 1.739 -0.335 -0.534 -0.354
O -3.31302 3.11292 1.59750 -0.644 0.135 0.297 -0.103
H -3.02489 5.13189 3.44736 0.491 -0.252 -0.136 0.054
H -4.29941 5.48518 2.42740 -0.001 0.290 -0.609 0.075
H -2.73609 6.38213 2.26526 -0.132 0.037 -0.254 0.074
H -1.60991 4.29477 1.59737 -0.007 -0.266 0.478 0.081
H -2.66507 4.64795 0.37617 -0.889 0.521 0.007 0.106
H -2.80812 2.41129 1.14187 0.205 0.158 0.299 0.030
C -1.79414 2.39645 4.90529 -0.928 0.951 -0.104 -0.078
C -2.36928 3.39234 5.93242 1.102 -0.292 -0.325 -0.319
O -2.56377 2.76816 7.19100 -0.484 -0.091 0.277 -0.083
H -1.94737 2.83225 3.91361 0.193 -0.095 -0.087 0.050
H -2.42025 1.50527 4.94265 0.314 -0.242 0.045 0.069
H -0.73260 2.20299 5.04359 -0.055 -0.222 0.180 0.071
H -3.31248 3.80253 5.57169 -0.126 -0.182 0.167 0.103
H -1.67546 4.22931 6.06157 -0.097 0.120 -0.168 0.109
H -1.80783 2.93389 7.75559 0.081 0.016 -0.045 0.076
C -1.83555 -4.15978 0.11417 0.924 0.204 0.183 -0.070
C -1.41625 -3.71584 1.53194 -0.962 0.459 -1.432 -0.296
O -2.39560 -4.20884 2.42143 0.136 0.270 0.915 -0.077
H -2.77666 -3.67031 -0.13223 -0.073 -0.134 -0.017 0.061
H -1.94920 -5.24241 0.03917 -0.036 -0.018 0.060 0.075
H -1.08185 -3.86123 -0.62026 -0.054 0.020 -0.066 0.050
H -1.54075 -2.62957 1.51409 -0.112 0.020 0.342 0.079
H -0.36281 -3.84846 1.79048 -0.121 -0.766 0.156 0.100
H -2.38958 -5.16842 2.47151 0.254 -0.018 -0.167 0.087
```
Forces are in eV/Å.

Spin multiplicity: 1
Structure (SMILES): COC[C@H](C)N.COC[C@H](C)N.COC[C@H](C)N.COCCNCCOC.COCCNCCOC.COCCNCCOC.COCCNCCOC.COCCNCCOC.CCO.CCO.CCO
DFT total energy (a.u.): -3545.93639
Net charge: 0
HOMO energy (Eh): -0.312
Lowest unoccupied orbital energy (eV): 0.50
Energy relative to the best compared isomer or geometry (same formula, charge and spin) (kJ/mol): 0.0
Frontier orbital gap (eV): 8.99